Record 1
Below is C20H31N5O4 in the gas phase, with properties calculated with ωB97M-V/def2-TZVPD.

The calculation puts the largest force on an atom at 0.417 eV Å⁻¹. As for the SMILES: CN(C[C@@H](O)CNC(=O)c1cnn(CC2CCC2)c1)C(=O)C[C@H]1CCCC(=O)N1. The relative energy (zero: lowest compared OMol25 entry of this formula, charge and spin) comes out at 5.8 kJ/mol. Its LUMO energy is 0.498 eV. The multiplicity is 1. The calculation puts the HOMO-LUMO gap at 9.89 eV. The total energy comes out at -1355.482789 Eh.

Geometry as XYZ:
```
60
Properties=species:S:1:pos:R:3:forces:R:3:mulliken_charge:R:1
C -2.159 1.695 0.675 -0.0566 -0.0118 0.0872 -1.103
N -1.244 1.146 -0.314 -0.0185 0.0823 -0.1297 0.246
C -0.320 0.110 0.134 -0.1166 -0.0591 0.1066 -1.258
C 1.101 0.622 0.326 0.1265 0.0939 0.0813 1.792
O 1.156 1.692 1.264 -0.1105 0.0083 -0.0392 -0.663
C 2.038 -0.453 0.851 0.1125 -0.0587 -0.0726 -1.404
N 1.625 -1.011 2.118 -0.0328 -0.0429 0.0565 -0.006
C 0.898 -2.160 2.193 -0.0557 0.1166 0.0988 0.352
O 0.585 -2.793 1.197 -0.0073 -0.0786 -0.0472 -0.705
C 0.486 -2.583 3.548 0.1533 0.1220 -0.1023 0.258
C 0.653 -1.979 4.814 -0.0495 -0.0807 -0.0526 -0.303
N 0.114 -2.714 5.771 -0.0364 0.0209 -0.0251 -1.113
N -0.394 -3.789 5.141 0.0912 0.0004 0.1457 0.991
C -1.116 -4.800 5.896 0.0399 -0.0761 -0.0100 -1.242
C -2.613 -4.641 5.775 -0.1861 0.1823 0.0551 0.521
C -3.307 -4.949 4.429 0.0117 -0.1055 0.0415 -0.699
C -4.470 -5.585 5.227 0.0865 0.0890 0.0418 -0.547
C -3.517 -5.700 6.440 0.0311 -0.0595 -0.0927 -0.785
C -0.194 -3.749 3.818 -0.0631 -0.0707 -0.0919 -0.522
C -1.412 1.503 -1.622 0.2855 0.2717 0.1359 0.822
O -2.199 2.375 -1.962 -0.0712 -0.1717 -0.0074 -0.697
C -0.560 0.795 -2.662 -0.1909 -0.0810 -0.0658 -0.619
C -0.403 1.634 -3.934 0.0349 -0.0956 -0.0685 -0.030
C 0.420 2.895 -3.706 -0.0038 0.0420 0.0529 -0.918
C 1.900 2.572 -3.564 0.0366 0.0565 0.0174 -0.099
C 2.414 1.903 -4.830 0.0658 0.0518 0.0094 -0.465
C 1.523 0.807 -5.368 -0.1244 0.0325 0.0635 0.244
O 1.943 -0.025 -6.150 -0.0256 -0.0743 -0.0482 -0.681
N 0.213 0.826 -4.984 0.0901 -0.0318 -0.0543 -0.144
H -2.774 2.447 0.192 -0.0190 0.0097 0.0151 0.355
H -2.799 0.906 1.077 -0.0055 0.0130 -0.0144 0.326
H -1.622 2.149 1.511 0.0416 -0.0382 -0.0412 0.334
H -0.691 -0.248 1.095 0.0205 -0.0259 -0.0138 0.345
H -0.320 -0.752 -0.533 -0.0032 -0.0012 -0.0650 0.319
H 1.497 0.967 -0.638 0.0338 -0.0155 0.0495 -0.690
H 0.596 2.408 0.944 0.0124 -0.0062 -0.0136 0.419
H 2.105 -1.268 0.130 -0.0158 0.0030 0.0271 0.427
H 3.028 -0.012 0.969 -0.0159 -0.0073 -0.0206 0.440
H 1.810 -0.483 2.953 -0.0360 -0.0108 -0.0088 0.216
H 1.138 -1.050 5.070 -0.0064 0.0067 0.0314 0.442
H -0.810 -5.785 5.532 0.0117 0.0150 0.0008 0.428
H -0.790 -4.698 6.930 -0.0074 -0.0128 0.0018 0.246
H -2.894 -3.641 6.116 0.0175 -0.0045 0.0012 0.261
H -3.528 -4.115 3.766 -0.0017 -0.0022 -0.0161 0.328
H -2.755 -5.711 3.872 -0.0041 0.0085 -0.0206 0.266
H -5.267 -4.865 5.412 -0.0078 0.0005 0.0004 0.246
H -4.906 -6.503 4.838 -0.0063 -0.0097 -0.0044 0.324
H -3.024 -6.674 6.461 -0.0078 -0.0073 0.0205 0.292
H -3.911 -5.480 7.431 -0.0053 -0.0086 0.0096 0.336
H -0.531 -4.531 3.159 0.0148 0.0271 -0.0275 0.492
H 0.419 0.496 -2.291 -0.0339 0.0266 0.0303 0.081
H -1.085 -0.135 -2.908 0.0411 -0.0181 -0.0369 0.323
H -1.398 1.925 -4.269 0.0023 -0.0038 0.0180 0.370
H 0.276 3.569 -4.555 0.0114 -0.0168 -0.0001 0.378
H 0.036 3.409 -2.825 -0.0211 0.0167 -0.0061 0.438
H 2.467 3.484 -3.368 0.0087 -0.0158 0.0157 0.341
H 2.067 1.918 -2.703 -0.0053 0.0035 -0.0105 -0.180
H 2.501 2.638 -5.636 -0.0105 -0.0032 0.0114 0.250
H 3.404 1.468 -4.699 0.0030 0.0036 -0.0170 0.358
H -0.323 0.063 -5.370 -0.0225 0.0012 -0.0024 0.263
```
Forces are in eV/Å.


Record 2
Below is a 6-piece molecular cluster, C20H31O16 overall in a non-equilibrium geometry, with properties calculated with ωB97M-V/def2-TZVPD.

As for the charge: -1. The calculation puts the largest force on an atom at 2.944 eV Å⁻¹. The relative energy (zero: lowest compared OMol25 entry of this formula, charge and spin) comes out at 76.6 kJ/mol. Its LUMO energy is 2.299 eV. The multiplicity is 1. The calculation puts the HOMO-LUMO gap at 8.04 eV. The total energy comes out at -1984.637260 Eh.

Geometry as XYZ:
```
67
Properties=species:S:1:pos:R:3:forces:R:3:mulliken_charge:R:1
O -19.276 6.850 -3.338 0.1571 0.1831 0.4080 -0.803
H -19.527 5.963 -3.591 0.1222 -0.0362 -0.2131 -0.164
C -16.144 5.115 -3.662 -0.2717 -0.1719 1.3251 -0.945
C -16.298 3.811 -2.903 -0.8523 0.6917 0.4005 0.582
C -17.721 3.192 -3.047 1.3694 0.0301 -0.8576 0.097
O -17.418 1.930 -3.656 -0.3543 -0.8002 0.5018 -0.410
C -16.094 1.707 -3.737 0.0617 1.0215 -0.2883 0.549
O -15.572 0.743 -4.181 -0.0314 -0.7930 -0.0599 -0.548
O -15.404 2.794 -3.330 -0.1392 -0.1925 -0.0751 -0.441
H -16.394 5.055 -4.718 0.6446 -0.0803 -0.1516 0.378
H -15.181 5.492 -3.313 0.1965 0.3137 -1.0409 0.421
H -16.893 5.789 -3.235 -0.1305 -0.0286 -0.1331 -0.339
H -16.037 4.012 -1.861 -0.2227 -0.0672 0.0353 0.282
H -18.304 3.717 -3.798 -0.0852 0.2652 0.2509 -0.021
H -18.251 3.097 -2.102 -0.0277 -0.2785 -0.0768 0.262
C -19.005 9.198 -0.702 0.2373 0.6310 -0.6353 -1.044
C -18.017 8.192 -0.134 -1.2748 -0.9313 -1.0130 0.762
C -17.260 7.391 -1.228 -1.3069 2.4855 -0.8832 0.732
O -15.901 7.592 -0.884 0.5384 -1.1493 0.0888 -0.391
C -15.802 8.268 0.270 0.5822 -0.0257 0.0255 0.491
O -14.793 8.405 0.892 -0.1569 0.1517 -0.1622 -0.587
O -16.986 8.797 0.598 -0.0561 0.2306 1.1162 -0.385
H -19.694 9.677 -0.003 -0.1122 -0.6354 0.2860 0.485
H -19.521 8.705 -1.532 -0.1656 -0.1093 0.3279 -0.119
H -18.529 10.078 -1.154 0.5247 -0.3254 -0.0311 0.209
H -18.592 7.444 0.428 0.3072 0.4116 0.6618 0.189
H -17.476 7.943 -2.151 0.3394 -0.4542 -0.1845 -0.735
H -17.655 6.398 -1.421 0.6209 -0.2753 0.4533 0.225
C -23.200 5.086 -3.448 0.7898 -0.1259 -0.1607 -1.580
C -21.928 4.969 -4.294 -2.2037 -0.4589 -0.1592 2.151
C -20.984 3.938 -3.790 1.3261 -0.9120 0.7538 -0.323
O -20.474 3.263 -4.939 -0.4535 0.4897 -0.9135 -0.300
C -21.397 3.446 -5.948 1.0330 0.8375 0.9639 0.479
O -21.336 2.884 -6.984 -0.3781 -0.3513 -0.5641 -0.559
O -22.280 4.403 -5.590 0.0403 -0.0478 -0.2201 -0.452
H -22.878 5.482 -2.484 -0.2552 0.0684 0.0890 0.314
H -23.647 4.103 -3.301 -0.0736 0.0019 -0.0470 0.428
H -23.902 5.775 -3.905 -0.0801 -0.0108 0.0557 0.316
H -21.530 5.975 -4.414 0.5531 -0.2021 -0.2765 -0.830
H -21.368 3.088 -3.215 -0.6884 0.7049 0.4684 0.275
H -20.178 4.408 -3.232 0.0580 -0.2231 0.0422 0.034
C -20.360 10.262 -4.166 0.5946 -1.9808 1.3157 -0.980
C -21.213 8.990 -4.229 -0.0049 0.6836 -1.1963 1.121
C -21.782 8.441 -2.933 1.0988 -1.0024 -0.1226 -0.005
O -23.149 8.151 -3.239 -0.2265 1.0177 0.0265 -0.441
C -23.480 8.753 -4.423 0.1481 -0.2811 0.2503 0.488
O -24.585 8.801 -4.866 -0.2174 -0.1075 0.1131 -0.587
O -22.397 9.230 -5.029 -0.3773 0.4803 0.1094 -0.478
H -20.706 11.036 -3.483 -0.5952 0.3530 -0.6414 0.369
H -20.017 10.518 -5.162 -0.2088 0.5718 0.0285 0.432
H -19.491 9.881 -3.604 0.1880 0.1357 -0.3652 -0.140
H -20.675 8.243 -4.816 0.2817 -0.1003 0.5871 -0.115
H -21.555 9.100 -2.089 -1.0292 0.3053 -0.0153 0.530
H -21.272 7.502 -2.695 0.0656 0.1087 -0.1281 0.013
C -16.764 10.933 -4.218 -1.4689 1.2352 -0.8528 -1.209
C -16.108 9.703 -4.754 0.0513 -1.0685 0.0786 0.601
C -17.000 8.445 -4.941 -0.3749 1.2431 0.2466 1.587
O -16.769 8.049 -6.285 0.0813 -0.3308 -0.1475 -0.426
C -15.889 8.874 -6.873 0.2965 -0.9082 -0.2818 0.524
O -15.356 8.644 -7.918 -0.3549 0.4731 0.1503 -0.587
O -15.656 9.934 -6.096 0.6494 0.8256 0.2724 -0.408
H -17.200 10.875 -3.222 0.5376 -0.3033 0.2186 0.160
H -17.638 11.198 -4.835 0.0057 -0.5320 -0.0949 0.304
H -16.208 11.864 -4.351 0.6970 -0.3766 0.4705 0.394
H -15.277 9.375 -4.123 0.3428 0.4435 -0.2316 0.216
H -18.046 8.730 -4.825 -0.0215 -0.5752 0.1153 -0.579
H -16.701 7.654 -4.268 -0.3410 -0.1417 -0.0127 -0.468
```
Forces are in eV/Å.


Record 3
Below is C20H32BI2MgN10 as an isolated structure in a non-equilibrium geometry, with properties calculated with ωB97M-V/def2-TZVPD.

As for the charge: +2. The calculation puts the largest force on an atom at 6.662 eV Å⁻¹. The relative energy (zero: lowest compared OMol25 entry of this formula, charge and spin) comes out at 409.9 kJ/mol. Its LUMO energy (alpha / beta) is -7.812 / -10.452 eV. The multiplicity is 2. The calculation puts the HOMO-LUMO gap (alpha / beta) at 6.40 / 3.51 eV. The total energy comes out at -2148.679432 Eh.

Geometry as XYZ:
```
66
Properties=species:S:1:pos:R:3:forces:R:3:mulliken_spin:R:1
Mg -1.748 0.126 -0.343 0.0729 -1.6045 0.0340 -0.001
C -2.143 -0.921 3.233 -0.7438 1.3823 0.5011 0.000
C -1.057 0.062 2.821 -1.0957 -2.2966 2.9807 0.013
C -0.045 0.671 3.648 -0.5523 -1.0905 -2.3249 0.026
C 0.694 1.314 2.720 0.0394 2.2533 -1.3844 -0.011
N 0.143 1.143 1.469 2.2761 2.4141 -0.6645 0.028
N -0.939 0.343 1.559 0.2783 0.8129 -1.1013 0.002
B 0.715 1.746 0.073 -1.1478 -3.1374 0.6673 0.005
N 0.873 0.439 -0.889 0.1693 -0.8338 -1.3335 0.011
C 2.031 -0.186 -1.237 1.0229 0.8724 0.5751 -0.007
C 1.872 -1.046 -2.291 -2.6600 0.7587 0.2808 0.019
C 0.465 -0.954 -2.612 1.0817 0.6594 1.0738 0.001
C -0.190 -1.596 -3.817 -0.7413 -1.3008 2.4272 0.001
N -0.154 -0.078 -1.767 1.4539 -0.1579 0.3286 0.002
N -0.377 2.583 -0.671 -0.7623 3.4633 -0.2741 0.294
C -0.285 3.931 -0.915 -0.0344 -0.8619 1.0410 0.017
C -1.577 4.421 -1.219 1.8213 -0.1123 -0.1967 0.299
C -2.392 3.225 -1.182 -2.4500 -0.1900 -0.9177 0.218
C -3.856 3.367 -1.665 0.9305 -2.1433 0.8339 0.008
N -1.698 2.164 -0.857 -0.6541 0.8083 0.1075 -0.024
N 1.892 2.558 0.158 3.5339 0.1857 -5.6442 0.028
C 2.819 2.864 -1.031 -1.2075 -1.3509 -0.6732 0.000
C 3.806 3.703 -0.697 -1.4466 -1.2902 2.9243 0.002
C 3.458 3.919 0.821 2.1639 -0.2665 -2.6934 0.026
C 4.328 4.584 1.848 -2.5216 -2.2942 1.4782 -0.001
N 2.420 3.212 1.129 0.2012 1.8684 3.4467 0.004
H -1.921 -1.947 2.980 0.2731 -0.1598 -0.1820 0.001
H -2.362 -0.860 4.316 0.2933 -0.0010 -0.5568 0.000
H -3.081 -0.605 2.727 0.4217 -0.3891 0.2147 0.001
H 0.383 0.512 4.600 -0.6959 -0.2284 1.2094 0.000
H 1.404 2.132 2.880 0.2211 -0.9048 -0.3230 0.000
H 3.011 0.085 -0.789 -1.0694 -0.1619 -0.0567 0.000
H 2.613 -1.620 -2.784 0.4458 -0.3684 -0.3016 0.000
H -0.606 -0.785 -4.370 -0.1895 0.1578 -1.0602 0.000
H 0.549 -2.242 -4.293 -0.2036 0.4894 -0.4318 0.000
H -1.024 -2.307 -3.487 0.8709 0.9820 -0.4396 0.000
H 0.617 4.515 -0.676 -0.4210 -0.6164 -0.4182 0.009
H -1.842 5.454 -1.522 0.0864 -0.9787 0.3901 -0.009
H -4.031 4.408 -1.817 -0.3813 0.4485 -0.5332 -0.002
H -4.108 2.669 -2.484 0.6954 0.8295 -0.4072 0.016
H -4.615 2.958 -0.993 0.3198 0.3529 0.8260 0.020
H 2.882 2.408 -2.057 -1.1368 -0.0165 1.3642 -0.001
H 4.671 3.653 -1.382 -0.3192 1.2038 0.9365 0.000
H 5.216 3.987 1.979 0.7263 0.3220 -0.3576 0.002
H 4.445 5.622 1.677 0.4458 0.8961 0.0246 0.002
H 3.753 4.330 2.800 0.7821 1.0597 -0.8453 0.000
I -3.827 -0.542 -2.242 -0.5777 0.0455 0.2032 0.001
I -5.778 -0.192 -0.395 0.3975 -0.0782 -0.3244 0.001
C -0.927 -5.190 1.206 -2.0936 -1.1458 0.2558 0.000
C -0.145 -4.104 0.543 2.5021 0.4179 0.0974 0.000
C 1.328 -4.199 1.085 -0.5252 0.7821 0.7962 0.000
C -0.108 -4.423 -0.938 -1.0784 -1.3401 -1.2905 0.000
N -0.665 -2.759 0.920 -0.9583 -0.1400 -0.9677 0.000
N -1.746 -2.230 0.069 -1.7793 -0.9133 3.4650 0.000
H -0.516 -6.238 1.164 -0.0481 1.2833 -0.1136 0.000
H -1.913 -5.241 0.695 0.3131 -0.2436 0.1687 0.000
H -1.205 -4.963 2.238 0.5107 0.0456 0.0442 0.000
H 1.825 -5.079 0.694 -0.1666 -0.3320 0.1220 0.000
H 1.322 -4.224 2.202 0.0587 -0.0583 -0.8804 0.000
H 1.966 -3.363 0.776 -0.2629 0.1417 -0.0443 0.000
H 0.380 -5.415 -1.018 -0.1807 0.4997 -0.0822 0.000
H 0.370 -3.796 -1.699 0.2264 0.4194 0.6706 0.000
H -1.142 -4.631 -1.325 0.6663 0.2547 0.2703 0.000
H 0.017 -2.044 0.850 1.2388 0.3643 0.0369 0.000
H -2.558 -2.815 0.445 0.8566 1.5100 -0.8199 0.000
H -1.687 -2.512 -0.862 0.7077 -0.9778 -2.1520 0.000
```
Forces are in eV/Å.


Which formula does entry 3 have? C20H32BI2MgN10